1.
A 10-piece molecular cluster, C40H69N5O10S5 overall in a non-equilibrium geometry, computed with ωB97M-V/def2-TZVPD.

```
129
Properties=species:S:1:pos:R:3:lowdin_charge:R:1
C 2.427 4.840 5.743 -0.0914
C 2.205 3.520 6.518 -0.2402
C 1.403 2.478 5.812 -0.1930
C 2.097 1.993 4.616 -0.2118
N 2.607 1.614 3.648 0.1796
H 3.159 5.482 6.234 0.0738
H 1.524 5.416 5.541 0.0559
H 2.851 4.695 4.749 0.0641
H 1.622 3.650 7.429 0.1088
H 3.166 3.123 6.845 0.1144
H 0.475 2.831 5.361 0.1172
H 1.101 1.604 6.389 0.1222
C -3.557 4.224 -0.429 -0.0915
C -2.163 4.820 -0.791 -0.2283
C -1.410 3.986 -1.827 -0.1915
C -0.360 4.781 -2.496 -0.2376
N 0.436 5.415 -2.983 0.1385
H -4.236 4.212 -1.281 0.0770
H -3.951 4.822 0.393 0.0635
H -3.353 3.217 -0.065 0.0499
H -1.440 4.957 0.013 0.0960
H -2.231 5.796 -1.272 0.1040
H -2.047 3.574 -2.610 0.1045
H -0.876 3.164 -1.349 0.0957
C 2.823 -1.906 3.122 -0.2030
C 1.798 -1.702 4.228 -0.2590
C 1.148 -3.060 4.455 -0.2082
S 1.034 -3.815 2.793 0.6878
O -0.223 -3.479 2.150 -0.3339
O 1.432 -5.225 2.771 -0.3369
C 2.353 -2.905 1.975 -0.1908
H 3.656 -2.441 3.578 0.1098
H 3.247 -0.998 2.694 0.0917
H 1.058 -0.971 3.902 0.0861
H 2.178 -1.365 5.192 0.1135
H 0.180 -2.981 4.950 0.1102
H 1.948 -3.563 4.998 0.1075
H 1.919 -2.412 1.105 0.0691
H 3.133 -3.578 1.619 0.0893
C -6.327 0.555 -3.699 -0.1653
C -5.454 -0.501 -4.525 -0.1933
C -3.997 -0.373 -4.127 -0.2147
S -3.960 0.189 -2.404 0.6859
O -3.365 1.491 -2.328 -0.3238
O -3.577 -0.947 -1.562 -0.3481
C -5.799 0.351 -2.216 -0.2088
H -7.405 0.466 -3.831 0.1047
H -6.048 1.584 -3.926 0.1006
H -5.658 -0.412 -5.592 0.1108
H -5.736 -1.538 -4.342 0.1136
H -3.429 0.359 -4.702 0.1106
H -3.379 -1.270 -4.159 0.0741
H -6.047 1.083 -1.448 0.0846
H -6.151 -0.638 -1.922 0.0931
C 4.168 -5.375 -3.827 -0.1765
C 4.731 -4.045 -3.271 -0.2265
C 4.196 -3.694 -1.887 -0.2187
S 3.943 -5.333 -1.039 0.7186
O 2.609 -5.280 -0.488 -0.3351
O 5.122 -5.547 -0.145 -0.3605
C 4.107 -6.366 -2.564 -0.1809
H 4.774 -5.833 -4.609 0.1054
H 3.213 -5.201 -4.324 0.0970
H 4.480 -3.254 -3.978 0.1138
H 5.772 -4.313 -3.089 0.1155
H 3.288 -3.094 -1.947 0.0683
H 4.943 -3.131 -1.327 0.0976
H 3.269 -7.063 -2.569 0.0906
H 5.038 -6.910 -2.404 0.0916
C -1.065 -4.607 -1.723 -0.2180
C 0.145 -4.888 -2.689 -0.1918
C -0.477 -5.209 -4.111 -0.1711
S -2.165 -4.368 -4.094 0.7069
O -3.171 -5.400 -4.223 -0.3485
O -2.199 -3.211 -4.978 -0.3621
C -2.102 -3.694 -2.343 -0.1924
H -0.662 -4.178 -0.806 0.1042
H -1.440 -5.604 -1.494 0.1171
H 0.774 -5.677 -2.277 0.0898
H 0.728 -3.972 -2.788 0.0905
H -0.618 -6.285 -4.217 0.0925
H 0.038 -4.714 -4.934 0.0843
H -3.079 -3.478 -1.910 0.1014
H -1.600 -2.754 -2.567 0.0793
C 0.644 1.325 0.870 -0.2158
C -0.058 0.075 1.411 -0.2240
C -0.734 -0.572 0.209 -0.1866
S 0.527 -0.390 -1.208 0.7054
O -0.227 0.222 -2.303 -0.3391
O 1.231 -1.630 -1.301 -0.3485
C 1.565 0.858 -0.252 -0.1767
H 1.151 1.867 1.669 0.0696
H -0.131 1.926 0.396 0.0974
H -0.816 0.243 2.177 0.1002
H 0.695 -0.649 1.722 0.0772
H -1.578 0.095 0.028 0.0775
H -1.067 -1.588 0.419 0.0934
H 1.810 1.634 -0.977 0.0836
H 2.477 0.393 0.125 0.1001
N 4.660 0.879 -2.219 0.0124
C 3.653 0.217 -2.879 -0.1739
C 2.895 1.112 -3.516 -0.1507
C 3.382 2.421 -3.291 -0.0707
C 4.515 2.227 -2.454 -0.1171
H 5.301 0.421 -1.587 0.1455
H 3.557 -0.859 -2.845 0.0954
H 2.015 0.840 -4.080 0.1020
H 2.950 3.324 -3.696 0.0869
H 5.197 2.930 -1.997 0.0985
N -4.754 2.217 1.712 0.0057
C -4.497 0.878 1.611 -0.1160
C -3.562 0.516 2.597 -0.1102
C -3.316 1.659 3.343 -0.1353
C -3.984 2.728 2.761 -0.1274
H -5.332 2.729 1.061 0.1352
H -4.948 0.290 0.824 0.0970
H -3.089 -0.442 2.757 0.0973
H -2.708 1.689 4.235 0.0932
H -4.032 3.777 3.015 0.0942
N -0.311 6.529 3.554 0.0138
C 0.949 6.083 3.247 -0.1501
C 0.759 4.841 2.691 -0.1344
C -0.564 4.433 2.828 -0.1319
C -1.243 5.519 3.269 -0.1250
H -0.506 7.397 4.033 0.1448
H 1.772 6.749 3.457 0.1183
H 1.512 4.152 2.336 0.0863
H -1.022 3.495 2.549 0.0848
H -2.300 5.706 3.391 0.0983
```

Highest occupied orbital energy in eV: -8.186
Electronic energy in Eh: -4582.4961
LUMO energy in eV: 0.3
Relative energy (zero: lowest compared OMol25 entry of this formula, charge and spin) in kJ/mol: 39.5
HOMO-LUMO gap in eV: 8.5


2.
A 2-piece molecular cluster, C4H7NOS overall in a non-equilibrium geometry, computed with ωB97M-V/def2-TZVPD.

```
14
Properties=species:S:1:pos:R:3:lowdin_charge:R:1
C -1.239 -1.706 0.899 -0.4933
C 0.668 1.348 0.254 -0.5461
C 0.126 0.650 -0.696 -0.3036
C 0.734 -0.564 -1.362 -0.0987
N -0.509 -1.696 1.813 0.2091
O -1.784 -1.940 -0.080 0.1513
S -0.250 2.563 1.171 0.7055
H 1.649 0.970 0.558 0.0762
H -0.880 0.835 -0.970 0.0875
H -0.020 -1.394 -1.177 0.0640
H 1.800 -0.853 -0.954 0.1135
H 0.878 -0.436 -2.427 0.0582
H -0.933 3.296 0.327 -0.1694
H -0.241 -1.072 2.643 0.1455
```

Highest occupied orbital energy in eV: -8.776
Electronic energy in Eh: -684.7434
LUMO energy in eV: 0.7
Relative energy (zero: lowest compared OMol25 entry of this formula, charge and spin) in kJ/mol: 167.1
HOMO-LUMO gap in eV: 9.5


3.
One molecule with the formula C2H5NOS in a non-equilibrium geometry, computed with ωB97M-V/def2-TZVPD.

```
10
Properties=species:S:1:pos:R:3:lowdin_charge:R:1
C 0.329 0.408 0.805 -0.5374
C -0.551 1.004 -0.167 -0.2925
H 0.869 -1.195 -0.784 -0.1123
H 0.780 1.236 1.392 0.0897
H 0.100 -0.428 1.409 0.0477
H -0.437 1.972 -0.611 0.1128
H -2.556 -1.332 0.057 0.1385
N -1.651 0.396 -0.472 0.0185
O -1.625 -0.910 0.184 -0.1646
S 1.696 -0.264 -0.216 0.6995
```

Highest occupied orbital energy in eV: -9.031
Electronic energy in Eh: -607.2977
LUMO energy in eV: 0.8
Relative energy (zero: lowest compared OMol25 entry of this formula, charge and spin) in kJ/mol: 286.6
HOMO-LUMO gap in eV: 9.8


4.
A 9-piece molecular cluster, C17H48F3O11S overall in a non-equilibrium geometry, computed with ωB97M-V/def2-TZVPD.

```
80
Properties=species:S:1:pos:R:3:lowdin_spin:R:1
C -1.279 0.471 0.860 -0.0107
F -1.678 -0.493 1.631 -0.0021
F -1.719 0.212 -0.383 -0.0029
F -1.822 1.640 1.129 -0.0023
S 0.657 0.598 0.707 -0.0619
O 1.041 -0.174 -0.483 0.2368
O 0.826 2.024 0.411 0.4558
O 1.345 0.191 1.979 0.3719
C 2.950 -2.659 0.884 0.0008
C 4.398 -2.193 1.271 0.0001
O 4.442 -0.825 1.674 0.0000
H 2.411 -2.658 1.831 0.0006
H 2.944 -3.622 0.373 0.0000
H 2.586 -1.924 0.167 -0.0004
H 5.147 -2.272 0.482 0.0000
H 4.690 -2.663 2.210 0.0001
H 5.123 -0.348 1.195 0.0000
C -2.115 6.001 -0.259 0.0003
C -1.393 4.669 0.017 0.0002
O -0.180 4.999 0.675 0.0014
H -3.023 5.751 -0.807 0.0000
H -1.537 6.712 -0.849 0.0000
H -2.328 6.356 0.750 0.0000
H -1.044 4.181 -0.893 0.0002
H -1.932 3.903 0.575 -0.0001
H -0.298 4.585 1.533 -0.0001
C -0.914 2.037 -2.741 0.0000
C -1.331 3.267 -3.597 0.0000
O -0.257 4.238 -3.389 0.0000
H -1.295 1.175 -3.289 0.0001
H -1.437 2.078 -1.785 0.0000
H 0.135 1.874 -2.492 -0.0003
H -2.211 3.767 -3.190 0.0000
H -1.419 3.036 -4.659 0.0000
H -0.277 5.023 -3.940 0.0000
C 4.579 0.270 -2.340 -0.0001
C 3.295 0.862 -2.982 0.0010
O 2.517 1.419 -1.931 0.0110
H 5.195 -0.186 -3.115 0.0000
H 4.455 -0.489 -1.567 0.0000
H 5.183 1.083 -1.937 0.0000
H 2.704 0.186 -3.600 0.0006
H 3.568 1.646 -3.687 0.0005
H 2.000 0.708 -1.547 -0.0008
C -0.154 -2.956 2.897 0.0007
C -1.130 -3.117 4.131 0.0001
O -0.391 -2.843 5.294 0.0000
H 0.744 -3.499 3.189 0.0000
H 0.034 -1.918 2.623 0.0001
H -0.559 -3.465 2.023 0.0001
H -1.521 -4.130 4.224 0.0000
H -1.881 -2.369 3.875 0.0000
H -0.605 -3.495 5.966 0.0000
C -2.644 -2.917 -0.454 0.0000
C -3.432 -3.789 -1.535 0.0000
O -3.662 -2.874 -2.671 0.0000
H -2.500 -3.531 0.435 0.0000
H -3.236 -2.043 -0.182 0.0000
H -1.638 -2.635 -0.765 0.0000
H -4.428 -4.105 -1.225 0.0000
H -2.822 -4.644 -1.828 0.0000
H -2.837 -2.730 -3.140 0.0000
C -1.563 0.850 4.862 -0.0001
C -0.635 0.889 5.960 0.0000
O 0.379 -0.058 5.686 -0.0001
H -2.355 1.591 4.966 0.0000
H -2.015 -0.127 4.695 0.0000
H -1.095 1.102 3.910 -0.0002
H -0.991 0.557 6.936 0.0000
H -0.266 1.890 6.185 0.0000
H -0.091 -0.865 5.461 0.0000
C -0.120 -0.863 -4.775 0.0000
C -0.060 -1.595 -3.383 -0.0002
O -0.923 -2.624 -3.516 0.0000
H 0.365 -1.438 -5.564 0.0000
H 0.290 0.136 -4.625 0.0000
H -1.149 -0.711 -5.101 0.0000
H -0.370 -1.040 -2.498 -0.0003
H 0.978 -1.733 -3.078 -0.0001
H -0.414 -3.356 -3.873 0.0000
```

Highest occupied orbital energy (spin up / spin down) in eV: -9.722 / -9.708
Electronic energy in Eh: -2201.6452
Multiplicity: 2
LUMO energy (spin up / spin down) in eV: 0.4 / -5.3
Relative energy (zero: lowest compared OMol25 entry of this formula, charge and spin) in kJ/mol: 168.4
HOMO-LUMO gap (spin up / spin down) in eV: 10.1 / 4.4


5.
C10H24IrNO6P2S4 as an isolated structure, computed with ωB97M-V/def2-TZVPD.

```
48
Properties=species:S:1:pos:R:3:lowdin_spin:R:1
Ir 0.364 -0.611 -0.157 0.0006
C -1.564 -2.965 -1.266 0.0004
C -0.230 -3.654 -1.070 0.0002
S 0.903 -2.822 0.091 -0.0011
C 0.340 -3.246 1.769 0.0003
C -0.892 -2.492 2.220 0.0004
S -0.658 -0.711 1.903 0.0024
C -2.387 -0.190 2.059 0.0068
C -2.640 1.274 1.739 0.0651
S -2.322 1.958 0.101 0.6134
C -3.098 0.941 -1.175 0.0522
C -2.956 -0.576 -1.217 0.0057
S -1.296 -1.196 -1.626 0.0015
H -2.203 -3.043 -0.388 0.0000
H -2.087 -3.402 -2.118 0.0000
H 0.338 -3.698 -2.001 0.0000
H -0.366 -4.680 -0.724 0.0000
H 1.202 -3.012 2.397 0.0000
H 0.189 -4.325 1.809 0.0000
H -1.031 -2.608 3.297 0.0000
H -1.796 -2.832 1.716 0.0000
H -2.609 -0.312 3.123 -0.0006
H -3.040 -0.869 1.520 -0.0001
H -2.055 1.930 2.387 0.0003
H -3.699 1.499 1.920 0.0266
H -2.748 1.402 -2.101 0.0002
H -4.164 1.184 -1.093 0.0229
H -3.585 -0.921 -2.042 -0.0006
H -3.320 -1.058 -0.317 -0.0001
N 2.761 2.591 -1.999 0.0001
C 2.603 2.120 -0.562 0.0083
C 3.608 2.856 0.326 0.0016
P 2.799 0.305 -0.518 0.0000
O 4.326 0.133 -0.731 0.0000
O 2.199 -0.153 0.815 -0.0003
O 1.914 -0.331 -1.610 0.0019
P 0.865 2.515 0.024 0.0074
O 0.598 3.823 -0.842 -0.0007
O 0.719 2.640 1.472 0.0012
O -0.025 1.409 -0.658 0.1831
H 3.741 2.530 -2.298 0.0001
H 2.464 3.570 -2.075 0.0000
H 2.194 2.039 -2.652 0.0001
H 4.632 2.672 -0.001 0.0006
H 3.502 2.512 1.354 0.0000
H 3.417 3.931 0.318 0.0000
H 4.739 -0.744 -0.778 0.0000
H 0.356 4.618 -0.342 -0.0001
```

Charge: +3
Highest occupied orbital energy (spin up / spin down) in eV: -19.102 / -19.178
Electronic energy in Eh: -3280.6812
Multiplicity: 2
LUMO energy (spin up / spin down) in eV: -9.2 / -12.0
Relative energy (zero: lowest compared OMol25 entry of this formula, charge and spin) in kJ/mol: 0.0
HOMO-LUMO gap (spin up / spin down) in eV: 9.9 / 7.2


6.
C16H41CrN3O6 as an isolated structure in a non-equilibrium geometry, computed with ωB97M-V/def2-TZVPD.

```
67
Properties=species:S:1:pos:R:3:lowdin_spin:R:1
Cr 23.545 14.892 11.379 3.7780
O 23.104 16.716 12.531 0.0181
C 21.756 17.120 12.359 0.0027
C 20.979 16.409 11.148 0.0030
O 21.411 15.044 10.819 0.0128
H 21.693 18.199 12.219 0.0000
H 21.257 16.978 13.318 0.0006
H 21.119 16.988 10.235 0.0004
H 19.906 16.467 11.330 -0.0003
C 23.034 10.184 7.790 0.0000
O 24.282 10.557 8.380 0.0002
C 24.319 10.683 9.744 0.0007
C 23.540 11.867 10.343 0.0050
N 24.207 13.162 10.081 0.0158
C 23.869 13.672 8.749 0.0064
C 24.504 15.089 8.500 0.0064
O 24.211 15.920 9.601 0.0500
C 24.647 17.221 9.460 0.0070
H 23.060 10.030 6.711 0.0000
H 22.354 11.031 7.891 0.0000
H 22.562 9.346 8.303 0.0000
H 25.360 10.754 10.060 0.0001
H 23.857 9.868 10.300 0.0001
H 23.521 11.668 11.415 0.0007
H 22.490 11.918 10.054 0.0003
H 25.204 13.001 10.115 0.0018
H 22.810 13.876 8.588 0.0007
H 24.084 12.975 7.939 0.0009
H 24.158 15.565 7.583 0.0009
H 25.552 14.823 8.365 0.0004
H 24.357 17.879 10.280 0.0006
H 24.253 17.757 8.597 0.0013
H 25.732 17.303 9.528 0.0006
C 27.477 16.412 11.849 0.0005
C 26.827 15.192 11.273 0.0039
C 27.695 13.972 11.160 0.0004
O 27.064 12.926 10.413 0.0003
C 27.858 11.744 10.367 0.0000
N 25.635 14.864 12.170 0.0139
H 27.839 16.294 12.870 0.0001
H 26.773 17.244 11.843 0.0001
H 28.373 16.770 11.342 0.0001
H 26.600 15.360 10.220 0.0002
H 27.906 13.580 12.155 0.0001
H 28.647 14.259 10.714 0.0001
H 27.980 11.182 11.293 0.0000
H 28.853 11.858 9.938 0.0000
H 27.409 10.992 9.717 0.0000
H 25.891 14.033 12.683 0.0024
H 25.639 15.540 12.920 0.0027
C 22.511 14.208 15.544 0.0018
C 23.541 13.838 14.412 0.0046
C 24.495 12.669 14.712 0.0005
O 25.524 12.614 13.801 0.0007
C 26.376 11.432 13.841 0.0000
N 22.767 13.544 13.196 0.0439
H 22.117 15.186 15.267 0.0001
H 23.072 14.408 16.457 0.0003
H 21.780 13.426 15.748 0.0004
H 24.218 14.676 14.244 0.0013
H 23.898 11.757 14.685 0.0003
H 24.858 12.945 15.702 0.0000
H 25.874 10.567 13.409 0.0000
H 26.680 11.214 14.865 0.0000
H 27.301 11.600 13.288 0.0000
H 22.406 12.608 13.312 0.0043
H 21.852 13.969 13.235 0.0018
```

Highest occupied orbital energy (spin up / spin down) in eV: -5.313 / -6.329
Electronic energy in Eh: -2294.2591
Multiplicity: 5
LUMO energy (spin up / spin down) in eV: 0.3 / 0.3
Relative energy (zero: lowest compared OMol25 entry of this formula, charge and spin) in kJ/mol: 162.8
HOMO-LUMO gap (spin up / spin down) in eV: 5.6 / 6.6